Formula: C23H39BF4N2O6
Source: OMol25
Level of theory: the ωB97M-V functional and the def2-TZVPD basis

Geometry (Å):
1 F 0.089 -2.305 2.285
2 F -2.887 -4.001 3.008
3 F -0.763 -4.491 3.323
4 F -1.605 -1.826 3.579
5 O -3.296 -1.510 1.660
6 O -1.424 -5.070 -2.230
7 O -4.082 -0.251 -0.025
8 O -1.405 -2.905 -2.775
9 O -0.666 0.460 2.244
10 O -1.143 0.548 -0.057
11 N 2.126 2.369 -0.638
12 N 6.097 3.448 -2.285
13 C 6.356 1.852 -4.329
14 C -0.393 -2.728 -0.511
15 C -2.959 -4.283 -3.900
16 C -1.641 -3.874 2.486
17 C 3.036 2.896 -0.180
18 C 4.974 1.462 -4.870
19 C -4.106 -0.547 1.133
20 C -4.138 1.090 2.980
21 C -4.976 0.068 2.190
22 C -6.278 0.623 1.610
23 C 4.115 0.745 -3.836
24 C 6.247 2.756 -3.186
25 C 4.978 1.420 1.600
26 C -0.189 -2.747 -2.032
27 C -1.913 -1.580 1.246
28 C -3.861 2.406 2.247
29 C 5.337 2.553 0.645
30 C 0.632 1.052 2.167
31 C -1.817 -2.318 -0.097
32 C -2.729 3.180 2.917
33 C -1.862 -4.165 -2.885
34 C 4.195 3.548 0.427
35 C -1.269 -2.378 2.392
36 B -1.181 -0.123 1.137
37 H -3.242 -3.312 -4.294
38 H -6.175 1.645 1.253
39 H -1.846 2.550 3.040
40 H 3.906 1.384 -2.976
41 H -4.695 1.318 3.895
42 H -2.450 4.066 2.347
43 H -0.173 -3.728 -0.138
44 H 0.871 1.348 1.146
45 H 3.882 3.997 1.371
46 H 4.693 1.798 2.584
47 H 4.608 -0.161 -3.477
48 H -3.198 0.635 3.308
49 H 5.630 2.148 -0.322
50 H 0.362 -2.071 -0.070
51 H 0.258 -1.825 -2.402
52 H -1.608 -4.387 1.523
53 H -7.064 0.585 2.365
54 H -2.451 -3.206 -0.036
55 H -3.634 2.219 1.194
56 H -5.226 -0.736 2.887
57 H 4.515 4.347 -0.243
58 H 0.481 -3.565 -2.292
59 H -2.251 -1.670 -0.853
60 H -4.763 3.018 2.309
61 H 4.462 2.361 -5.219
62 H 3.157 0.456 -4.268
63 H 5.826 0.748 1.735
64 H 6.904 0.964 -4.007
65 H 5.124 0.823 -5.741
66 H 6.952 2.347 -5.097
67 H -0.800 0.089 -0.825
68 H 0.668 1.921 2.821
69 H -3.034 3.502 3.916
70 H -3.826 -4.747 -3.433
71 H -6.610 0.010 0.772
72 H -2.607 -4.922 -4.709
73 H 1.366 0.322 2.514
74 H 4.146 0.827 1.214
75 H 6.197 3.099 1.034

The calculation puts the total energy at -51297.91079 eV. Its structure (SMILES) is CCC[C@@H](C)C(=O)O[C@@](CCCOC(C)=O)(B(O)OC)C(F)(F)C(F)F.CCCC#N.CCCC#N.

---

Formula: C41H79BrClN2O7
Source: OMol25
Level of theory: the ωB97M-V functional and the def2-TZVPD basis

Geometry (Å):
1 Br -10.045 -3.364 -1.084
2 Cl -12.706 0.971 0.353
3 O 9.533 -2.812 6.254
4 O 9.939 -4.410 1.272
5 O 8.087 -0.812 8.054
6 O 9.082 -3.836 9.089
7 O -12.095 -2.017 0.216
8 O 9.570 -2.969 -1.673
9 O 7.196 -3.714 0.114
10 N -10.619 0.087 -1.091
11 N -9.455 -0.927 -3.238
12 C 2.308 -0.484 -1.454
13 C 10.297 -3.860 8.364
14 C -11.641 -2.230 -1.075
15 C -0.126 4.555 -3.128
16 C -10.757 -1.179 -3.191
17 C -9.980 2.544 -0.991
18 C 7.906 -2.484 0.043
19 C 2.340 0.973 -1.907
20 C -3.139 6.102 -2.230
21 C 10.396 -2.720 7.375
22 C 8.594 0.500 8.151
23 C 8.817 -5.265 1.175
24 C 0.168 3.259 -3.901
25 C -9.492 -1.706 -5.498
26 C 1.578 2.693 -3.644
27 C 1.618 1.202 -3.241
28 C -11.417 -0.926 -1.855
29 C 9.571 -3.392 -3.018
30 C -6.795 6.154 -0.777
31 C 4.212 -2.207 -1.335
32 C -7.423 4.906 -1.375
33 C -10.848 -1.962 -5.428
34 C -2.624 5.136 -3.304
35 C 8.486 -5.099 9.288
36 C 8.482 -2.139 -1.314
37 C -8.941 4.865 -1.178
38 C -10.618 1.415 -1.792
39 C 8.140 -2.624 6.430
40 C -11.500 -1.686 -4.239
41 C 10.261 -4.004 2.586
42 C -11.223 -1.194 0.943
43 C 7.930 -4.923 -0.003
44 C -1.190 5.450 -3.785
45 C -5.260 6.149 -0.796
46 C 7.711 -1.209 6.749
47 C -4.679 6.250 -2.206
48 C -9.594 3.688 -1.927
49 C 3.440 -3.169 -0.433
50 C 3.303 -1.381 -2.237
51 C -8.844 -1.193 -4.385
52 C -11.125 0.190 0.329
53 H 3.906 -0.733 -2.874
54 H 8.568 -3.685 -3.348
55 H -6.986 4.018 -0.904
56 H 8.552 -5.721 8.390
57 H 7.155 -1.719 0.258
58 H 10.841 -4.773 3.106
59 H -2.823 5.739 -1.250
60 H -10.220 -1.631 0.997
61 H 8.947 -5.630 10.128
62 H 9.953 -2.611 -3.683
63 H 8.488 -4.966 -0.940
64 H -0.957 6.486 -3.538
65 H -10.425 0.778 0.915
66 H -4.930 7.241 -2.585
67 H 1.851 1.599 -1.155
68 H -4.925 7.020 -0.233
69 H -3.314 5.114 -4.148
70 H 2.161 2.804 -4.558
71 H 3.376 1.307 -2.003
72 H -10.664 2.906 -0.224
73 H 2.848 -2.637 0.310
74 H 4.855 -1.565 -0.730
75 H 9.277 0.729 7.327
76 H -7.150 6.287 0.247
77 H 4.125 -3.814 0.115
78 H 0.806 5.112 -3.020
79 H 0.608 0.802 -3.140
80 H -7.133 7.030 -1.338
81 H -8.908 3.301 -2.683
82 H -12.411 -2.793 -1.592
83 H -7.783 -0.995 -4.428
84 H 2.739 -2.062 -2.875
85 H 2.081 3.272 -2.870
86 H 8.222 -5.233 2.094
87 H -11.643 1.665 -2.051
88 H 1.301 -0.883 -1.585
89 H 7.709 -2.866 5.455
90 H -9.649 -0.248 -1.043
91 H 0.034 3.466 -4.963
92 H 4.870 -2.824 -1.952
93 H -10.490 4.013 -2.461
94 H -9.162 4.759 -0.116
95 H 2.773 -3.792 -1.031
96 H -12.560 -1.868 -4.127
97 H 2.551 -0.518 -0.392
98 H -12.399 -0.487 -2.030
99 H -0.453 4.303 -2.116
100 H -11.375 -2.365 -6.279
101 H -11.589 -1.081 1.959
102 H 2.140 0.625 -4.006
103 H -8.934 -1.889 -6.403
104 H -7.214 4.831 -2.442
105 H -5.128 5.504 -2.860
106 H -9.079 2.187 -0.480
107 H 9.364 -3.775 3.169
108 H -2.601 4.131 -2.876
109 H 7.787 1.240 8.165
110 H 6.617 -1.165 6.672
111 H -1.122 5.342 -4.866
112 H 11.130 -3.760 9.072
113 H 9.171 -6.295 1.035
114 H -2.691 7.086 -2.353
115 H 8.838 -1.101 -1.269
116 H 10.415 -4.811 7.833
117 H 10.301 -1.756 7.877
118 H -0.569 2.501 -3.630
119 H 7.728 -3.331 7.153
120 H 7.164 -5.701 -0.049
121 H -4.913 5.235 -0.310
122 H 11.401 -2.764 6.948
123 H 8.131 -0.529 5.999
124 H 10.863 -3.099 2.516
125 H -9.362 5.803 -1.536
126 H 9.148 0.570 9.086
127 H -10.069 1.298 -2.721
128 H 7.686 -2.193 -2.065
129 H 8.663 -2.429 0.825
130 H 10.224 -4.261 -3.088
131 H 7.433 -4.934 9.515

As for the net charge: +1. The calculation puts the total energy at -143666.52956 eV.

---

Formula: C5H18N4
Source: OMol25
Level of theory: the ωB97M-V functional and the def2-TZVPD basis

Geometry (Å):
1 N 0.460 0.197 2.226
2 N -1.995 1.007 0.030
3 N -0.593 0.800 -0.114
4 N 1.037 -0.840 -1.528
5 C -1.334 -1.084 -1.888
6 C -0.193 -0.945 -0.913
7 C 1.907 0.178 2.277
8 C -0.185 -1.854 0.258
9 C 0.078 1.927 -0.745
10 H 1.820 -0.711 -0.902
11 H 2.351 0.902 2.976
12 H -1.333 -0.277 -2.622
13 H -0.107 2.853 -0.187
14 H -2.159 1.732 0.728
15 H 1.091 -0.269 -2.358
16 H -2.280 -1.085 -1.353
17 H 1.156 1.763 -0.722
18 H -0.249 2.080 -1.784
19 H -0.020 -1.214 1.211
20 H 2.322 0.431 1.292
21 H -1.101 -2.431 0.332
22 H -1.238 -2.037 -2.413
23 H 0.670 -2.532 0.248
24 H -2.404 1.342 -0.842
25 H -0.097 0.643 1.087
26 H 2.321 -0.813 2.545
27 H 0.073 0.238 3.164

The energy above the lowest of the compared OMol25 structures with the same formula, charge and spin comes out at 80.1 kcal per mole. The calculation puts the total energy at -11433.97400 eV.

---

Formula: C8H14INO2P
Source: OMol25
Level of theory: the ωB97M-V functional and the def2-TZVPD basis

Geometry (Å):
1 I -4.234 -0.049 0.217
2 P -1.347 1.122 -2.019
3 O 3.590 -0.906 -1.278
4 O -1.808 -1.418 -0.391
5 N 0.247 0.920 0.715
6 C 0.776 2.316 0.858
7 C 3.141 -1.306 -0.224
8 C 0.560 -1.362 -0.452
9 C 0.992 0.049 -0.185
10 C 1.800 -1.045 0.305
11 C -2.154 -0.322 0.415
12 C -1.451 1.011 -0.084
13 C -0.674 -2.092 0.088
14 H 1.148 0.415 -1.148
15 H 0.305 0.606 1.722
16 H 3.690 -2.052 0.447
17 H -0.626 -2.188 1.143
18 H -1.915 -0.452 1.428
19 H -0.908 -3.021 -0.343
20 H 1.849 -1.069 1.367
21 H -1.938 1.815 0.426
22 H 1.702 2.167 1.437
23 H 0.749 -1.642 -1.447
24 H 1.070 2.964 -0.002
25 H 0.054 2.971 1.327
26 H -2.179 2.350 -2.036
27 H -2.439 0.218 -2.285

The energy above the lowest of the compared OMol25 structures with the same formula, charge and spin comes out at 16.3 kcal per mole. As for the net charge: +1. The calculation puts the total energy at -31486.39521 eV.

---

Formula: C40H78N3O24S
Source: OMol25
Level of theory: the ωB97M-V functional and the def2-TZVPD basis

Geometry (Å):
1 S 2.050 -0.777 3.192
2 O -7.096 -4.167 -1.764
3 O -1.531 6.314 2.392
4 O 4.789 -4.012 -1.212
5 O -1.788 -1.903 -7.792
6 O -5.388 -4.446 -0.290
7 O -3.715 0.935 -3.340
8 O -1.469 8.490 1.741
9 O -0.347 7.717 3.560
10 O 5.786 -9.719 2.125
11 O 0.369 -1.988 -7.084
12 O -5.921 -5.993 -1.870
13 O -6.067 0.917 2.760
14 O -0.237 -2.357 -9.246
15 O 5.387 -3.660 0.953
16 O 7.643 -8.571 2.758
17 O 0.511 11.065 -1.971
18 O 3.230 -3.572 0.237
19 O 5.643 -7.563 2.374
20 O 1.910 9.328 -2.416
21 O -6.393 0.256 0.610
22 O -1.969 -0.265 -4.169
23 O 2.656 11.411 -1.893
24 O -6.553 2.424 1.269
25 O -2.160 1.984 -4.441
26 N 3.181 0.267 2.447
27 N 2.556 -1.395 4.714
28 N -0.177 -0.166 4.727
29 C -4.270 -0.259 -2.772
30 C -4.374 -0.829 2.741
31 C -0.860 2.423 3.026
32 C -4.876 -6.848 -1.390
33 C 0.370 1.497 2.689
34 C 3.987 10.901 -1.942
35 C -0.465 -2.067 -7.955
36 C -2.458 6.069 1.335
37 C 0.563 0.297 3.621
38 C -7.410 -2.943 -1.101
39 C -1.629 1.904 4.283
40 C -2.180 -1.678 -6.436
41 C 6.480 -8.615 2.443
42 C 6.523 -10.949 2.183
43 C 6.235 -6.330 2.779
44 C -6.060 -4.828 -1.219
45 C 6.584 -5.654 -1.153
46 C -6.776 2.779 -0.095
47 C 6.162 -4.254 -1.556
48 C 2.838 -3.359 1.588
49 C 1.557 -3.997 -9.179
50 C -5.786 -0.438 3.134
51 C -0.890 1.972 -5.092
52 C 3.749 2.396 3.862
53 C 6.670 -11.426 3.616
54 C -5.306 -7.577 -0.131
55 C 1.710 10.485 -2.131
56 C 1.132 -2.600 -9.592
57 C -3.554 -0.634 -1.489
58 C 0.133 9.042 3.831
59 C -0.939 9.882 4.500
60 C -0.848 9.340 -0.927
61 C -0.620 10.203 -2.153
62 C -6.351 1.110 1.462
63 C -1.141 7.600 2.484
64 C -1.294 0.633 5.085
65 C 4.557 -3.733 0.077
66 C -2.560 0.776 -4.006
67 C 2.745 2.386 5.116
68 C 4.176 0.904 3.357
69 H -1.789 10.043 3.833
70 H -0.541 10.856 4.789
71 H -1.931 0.315 5.986
72 H 0.873 -4.744 -9.591
73 H 1.536 -4.111 -8.093
74 H -2.080 6.438 0.379
75 H -0.728 2.959 -5.527
76 H -4.132 -1.827 3.110
77 H 2.321 -0.700 5.440
78 H 2.747 1.428 5.732
79 H -1.623 -0.857 -5.995
80 H 4.672 11.747 -1.880
81 H -6.249 -8.105 -0.294
82 H -1.487 10.851 -2.307
83 H 3.398 -2.537 2.038
84 H 3.425 3.065 2.994
85 H 5.951 -11.684 1.613
86 H 4.743 2.852 4.245
87 H 1.783 -1.836 -9.158
88 H -4.251 -0.826 1.655
89 H -5.852 2.659 -0.666
90 H -6.526 -1.121 2.707
91 H -2.510 -0.896 -1.680
92 H -1.324 9.376 5.390
93 H -4.679 -7.576 -2.181
94 H -3.650 -0.115 3.144
95 H -3.421 6.526 1.572
96 H 1.779 -3.100 1.594
97 H 6.561 -5.778 -0.068
98 H 7.493 -10.843 1.691
99 H 4.166 10.246 -1.086
100 H -6.531 -2.301 -1.013
101 H -0.506 9.599 -3.057
102 H -0.100 1.779 -4.364
103 H -5.889 -0.492 4.221
104 H -5.471 -6.878 0.693
105 H 1.061 1.723 1.808
106 H 7.148 -12.407 3.649
107 H -8.158 -2.420 -1.698
108 H -4.253 -1.078 -3.497
109 H 4.534 0.267 4.232
110 H -2.552 2.503 4.614
111 H -4.544 -8.296 0.178
112 H -4.039 -1.487 -1.010
113 H 2.973 -4.278 2.164
114 H 7.161 -6.136 2.235
115 H -0.016 8.649 -0.769
116 H 6.415 -6.340 3.856
117 H -3.239 -1.418 -6.432
118 H 2.569 -4.212 -9.528
119 H -0.862 1.234 -5.896
120 H -3.953 -6.283 -1.235
121 H -0.922 9.957 -0.030
122 H -7.068 3.829 -0.124
123 H 5.120 1.094 2.712
124 H -1.125 3.360 2.443
125 H 0.985 8.935 4.506
126 H -3.548 0.209 -0.792
127 H 3.565 -1.636 4.727
128 H 7.274 -10.731 4.204
129 H 5.530 -5.529 2.552
130 H 3.089 3.232 5.824
131 H 1.203 -2.505 -10.678
132 H 3.590 -0.110 1.582
133 H 4.176 10.372 -2.878
134 H -5.318 -0.044 -2.552
135 H -1.764 8.754 -1.031
136 H -2.598 4.989 1.254
137 H 0.504 9.514 2.917
138 H 6.236 -4.150 -2.641
139 H 5.694 -11.489 4.102
140 H -7.580 2.186 -0.534
141 H 6.812 -3.493 -1.115
142 H 7.597 -5.867 -1.501
143 H 1.679 2.697 4.795
144 H 5.901 -6.397 -1.573
145 H -7.835 -3.152 -0.117
146 H -2.044 -2.592 -5.854

As for the net charge: +1. The calculation puts the total energy at -107180.75141 eV.

---

Formula: C4H12
Source: OMol25
Level of theory: the ωB97M-V functional and the def2-TZVPD basis

Geometry (Å):
1 C -3.084 -1.245 -0.746
2 C -2.035 -0.806 0.270
3 C 3.267 0.733 0.269
4 C 1.839 1.271 0.249
5 H -2.647 -1.419 -1.744
6 H 1.693 1.810 -0.702
7 H -1.436 -1.667 0.611
8 H 3.967 1.511 -0.080
9 H -2.426 -0.278 1.156
10 H -1.378 -0.119 -0.288
11 H 1.079 0.475 0.322
12 H 1.687 1.979 1.082
13 H -3.662 -2.138 -0.455
14 H 3.574 0.411 1.278
15 H -3.773 -0.386 -0.809
16 H 3.334 -0.132 -0.412

The energy above the lowest of the compared OMol25 structures with the same formula, charge and spin comes out at 4.0 kcal per mole. The calculation puts the total energy at -4342.35550 eV. Its structure (SMILES) is CC.CC.